Formula: Cl4H2Si2
Source: OMol25
Level of theory: the ωB97M-V functional and the def2-TZVPD basis

XYZ file:
```
8
Cl4H2Si2, DFT the ωB97M-V functional and the def2-TZVPD basis
Si -1.92400 0.28303 -0.01679
Si 1.86661 -0.48495 -0.04243
Cl -2.53850 2.07557 -0.61361
Cl -2.77512 -0.18675 1.74025
Cl 3.11615 -1.15777 -1.45481
Cl 2.38088 1.28407 0.71581
H -2.08845 -0.40993 -1.38173
H 1.96243 -1.40327 1.05330
```

Results
* HOMO (spin up / spin down): -8.15 / -8.30 eV
* Kohn-Sham gap (spin up / spin down): 6.8 / 7.1 eV
* E_LUMO (spin up / spin down): -1.35 / -1.24 eV
* energy above the lowest of the compared OMol25 structures with the same formula, charge and spin: 287.9 kJ/mol

Formula: Cl4Li
Source: OMol25
Level of theory: the ωB97M-V functional and the def2-TZVPD basis

XYZ file:
```
5
Cl4Li, DFT the ωB97M-V functional and the def2-TZVPD basis
Li -0.05619 0.07455 0.06440
Cl 0.41057 1.80581 -0.63391
Cl -0.69908 0.27543 1.81386
Cl -1.28808 -0.97047 -1.09763
Cl 1.63278 -1.18531 -0.14672
```

Results
* HOMO: 3.59 eV
* Kohn-Sham gap: 4.8 eV
* E_LUMO: 8.35 eV
* energy above the lowest of the compared OMol25 structures with the same formula, charge and spin: 346.9 kJ/mol
* total charge: -3

Formula: Cl4O16Pb
Source: OMol25
Level of theory: the ωB97M-V functional and the def2-TZVPD basis

XYZ file:
```
21
Cl4O16Pb, DFT the ωB97M-V functional and the def2-TZVPD basis
Pb 1.24572 0.02131 -0.09180
Cl 2.15636 -0.76444 -3.24590
O 2.46893 -1.81086 -4.21347
O 1.06990 -1.21407 -2.49612
O 3.26477 -0.47546 -2.45057
O 1.81718 0.40064 -3.81638
Cl -2.50111 1.40862 -1.05361
O -2.91794 1.31999 0.30457
O -1.13523 1.49761 -0.90138
O -2.79577 0.28375 -1.84924
O -3.05005 2.65520 -1.69001
Cl -0.07491 -2.91885 1.13198
O 1.23030 -2.45502 0.93814
O -0.85102 -1.82065 0.53410
O -0.47775 -4.11164 0.37765
O -0.30336 -3.23619 2.58799
Cl 0.17713 2.19045 3.17104
O 0.59651 3.41889 2.66160
O 0.81649 1.15529 2.41820
O 0.51631 2.26399 4.53762
O -1.25244 2.19151 3.14566
```

Results
* HOMO (spin up / spin down): -7.64 / -7.12 eV
* Kohn-Sham gap (spin up / spin down): 7.7 / 3.1 eV
* E_LUMO (spin up / spin down): 0.05 / -4.01 eV
* ⟨S²⟩: 0.76
* multiplicity: 2
* total charge: -1

Formula: Cl5N2P3
Source: OMol25
Level of theory: the ωB97M-V functional and the def2-TZVPD basis

XYZ file:
```
10
Cl5N2P3, DFT the ωB97M-V functional and the def2-TZVPD basis
N -1.19825 -1.00039 -0.79612
N 0.75787 -0.08225 0.95983
P -0.48449 -0.10886 -1.90304
P -1.45987 -0.72613 0.78190
P 0.34480 1.42630 1.56668
Cl 1.55526 -0.20872 -0.51808
Cl -0.66217 -1.50445 -3.34464
Cl -1.02356 -2.55229 1.25984
Cl -0.04503 2.64809 -0.00188
Cl 2.21543 2.10870 1.99551
```

Results
* HOMO: -9.44 eV
* Kohn-Sham gap: 8.4 eV
* E_LUMO: -1.05 eV
* energy above the lowest of the compared OMol25 structures with the same formula, charge and spin: 43.8 kJ/mol

Formula: Cl5N3P2S
Source: OMol25
Level of theory: the ωB97M-V functional and the def2-TZVPD basis

XYZ file:
```
11
Cl5N3P2S, DFT the ωB97M-V functional and the def2-TZVPD basis
N -0.55594 0.95127 -0.92424
N -1.12007 -0.85193 1.29795
N 1.33112 -1.28818 2.26529
P 1.01224 1.07285 -0.77659
P -1.35088 -0.28501 -0.21470
S -0.07696 -1.61106 2.33773
Cl 1.52566 2.62924 -1.97638
Cl 2.01109 -0.50143 -1.39331
Cl -3.27676 0.36929 -0.41286
Cl -1.22239 -1.99081 -1.23626
Cl 1.72289 1.50577 1.03337
```

Results
* HOMO: -8.86 eV
* Kohn-Sham gap: 8.1 eV
* E_LUMO: -0.74 eV

Formula: Cl6O24PbTi
Source: OMol25
Level of theory: the ωB97M-V functional and the def2-TZVPD basis

XYZ file:
```
32
Cl6O24PbTi, DFT the ωB97M-V functional and the def2-TZVPD basis
Pb 0.48763 -1.05881 -0.71747
Ti -4.66264 1.40419 -0.09187
Cl 4.26183 -1.67325 -0.93879
O 4.99346 -0.45263 -1.13591
O 5.00109 -2.88545 -1.21548
O 3.89950 -1.67660 0.50308
O 3.07388 -1.69909 -1.74169
Cl -1.67246 0.44670 1.65899
O -3.07622 0.55148 1.96603
O -0.91761 1.34053 2.43837
O -1.21080 -0.93591 1.73696
O -1.48577 0.89715 0.31625
Cl 1.43223 -4.06807 1.67407
O 1.79472 -3.13887 2.68664
O 2.57586 -4.79957 1.27396
O 0.47938 -5.00598 2.13692
O 0.93563 -3.27218 0.62944
Cl 2.13520 1.95623 -0.44159
O 1.68282 1.30928 -1.59893
O 2.06189 0.95798 0.56803
O 3.50828 2.30059 -0.52615
O 1.32342 3.08991 -0.12211
Cl -2.95542 4.51525 0.62900
O -3.76588 4.56350 1.79180
O -1.62182 4.15967 0.93552
O -3.49980 3.63027 -0.31062
O -2.93367 5.86298 0.15535
Cl -2.38124 -1.24551 -2.46652
O -3.46767 -0.58021 -1.85117
O -1.87588 -2.21545 -1.51971
O -2.87508 -1.86436 -3.63811
O -1.24485 -0.41376 -2.78427
```

Results
* HOMO (spin up / spin down): -0.81 / -1.93 eV
* Kohn-Sham gap (spin up / spin down): 6.1 / 7.3 eV
* E_LUMO (spin up / spin down): 5.30 / 5.35 eV
* ⟨S²⟩: 3.75
* multiplicity: 4
* total charge: -3

Formula: ClCrI2O8S
Source: OMol25
Level of theory: the ωB97M-V functional and the def2-TZVPD basis

XYZ file:
```
13
ClCrI2O8S, DFT the ωB97M-V functional and the def2-TZVPD basis
Cr 0.80598 -0.95344 -1.20730
S 1.52793 0.40846 1.77001
O 2.61823 1.24813 1.36342
O 1.07402 -0.38598 0.63856
O 2.08392 -0.23202 2.88553
O 0.42579 1.21274 2.06609
I 2.43122 -3.25487 -1.36023
I 1.68041 1.42058 -2.62530
Cl -2.58835 0.08485 -0.62408
O -1.57965 -0.75378 -1.21575
O -3.36098 -0.42707 0.31014
O -1.77361 1.12140 -0.21316
O -3.34492 0.51102 -1.78794
```

Results
* HOMO (spin up / spin down): -2.30 / -2.51 eV
* Kohn-Sham gap (spin up / spin down): 6.9 / 5.2 eV
* E_LUMO (spin up / spin down): 4.59 / 2.71 eV
* ⟨S²⟩: 8.77
* multiplicity: 6
* total charge: -2

Formula: ClF2O4Sr3
Source: OMol25
Level of theory: the ωB97M-V functional and the def2-TZVPD basis

XYZ file:
```
10
ClF2O4Sr3, DFT the ωB97M-V functional and the def2-TZVPD basis
Sr 4.41793 1.01330 -1.30618
Sr -2.12493 1.57309 -3.14401
Sr 0.49230 -4.86446 -4.14054
F -2.77944 -2.34564 -4.92681
F 1.31678 -1.05672 -2.69643
Cl -0.22071 1.16285 3.23398
O 1.18110 0.90603 3.21040
O -0.76257 0.76290 2.01058
O -0.96563 0.36083 4.17689
O -0.55484 2.48781 3.58211
```

Results
* HOMO: -13.54 eV
* Kohn-Sham gap: 2.1 eV
* E_LUMO: -11.49 eV
* energy above the lowest of the compared OMol25 structures with the same formula, charge and spin: 1175.1 kJ/mol
* total charge: +3

Number 1: calculated total energy -2421.0242 hartree. Number 2: calculated total energy -1848.2346 hartree. Number 3: calculated total energy -3236.3116 hartree. Number 4: calculated total energy -3434.5721 hartree. Number 5: calculated total energy -3546.1996 hartree. Number 6: calculated total energy -5607.6627 hartree. Number 7: calculated total energy -3099.9843 hartree. Number 8: calculated total energy -1051.4392 hartree.